Entry P
{"formula": "C5H7NO", "method": "ωB97M-V/def2-TZVPD", "symbols": ["C", "C", "C", "O", "C", "N", "C", "H", "H", "H", "H", "H", "H", "H"], "positions_angstrom": [[-2.320, 0.185, 0.036], [-0.830, -0.019, 0.090], [-0.266, -1.230, -0.098], [1.089, -1.133, -0.145], [1.411, 0.173, 0.000], [2.772, 0.358, -0.263], [0.273, 0.919, 0.187], [-2.672, 1.069, 0.576], [-2.824, -0.692, 0.461], [-2.651, 0.273, -1.007], [-0.672, -2.221, -0.205], [3.203, -0.549, -0.410], [3.323, 0.914, 0.372], [0.168, 1.976, 0.397]], "nbo_charge": [-0.63, -0.08, 0.04, -0.43, 0.47, -0.83, -0.39, 0.22, 0.22, 0.22, 0.20, 0.39, 0.38, 0.23], "spin_multiplicity": 1, "lumo_energy_ev": 1.005, "smiles": "Cc1coc(N)c1", "total_charge": 0, "gap_ev": 8.680, "e_homo_ev": -7.67}



Entry Q
{"formula": "C5H7NO", "method": "ωB97M-V/def2-TZVPD", "symbols": ["C", "N", "C", "O", "C", "C", "C", "H", "H", "H", "H", "H", "H", "H"], "positions_angstrom": [[2.107, 0.464, 0.807], [1.490, -0.656, 0.795], [0.248, -0.615, 0.205], [-0.448, -1.744, 0.051], [-1.471, -0.879, -0.545], [-1.955, 0.210, 0.342], [-0.610, 0.347, -0.357], [1.693, 1.376, 0.368], [3.087, 0.514, 1.281], [1.727, 1.705, -2.030], [-1.932, -1.273, -1.443], [-2.001, 0.075, 1.422], [-2.779, 0.790, -0.072], [1.059, 1.455, -1.800]], "nbo_charge": [0.04, -0.45, 0.56, -0.43, 0.03, -0.38, -0.37, 0.18, 0.18, -0.04, 0.22, 0.22, 0.23, 0.02], "spin_multiplicity": 1, "lumo_energy_ev": [-0.548, -0.549], "total_charge": 0, "gap_ev": [7.840, 7.838], "e_homo_ev": [-8.39, -8.39]}



Most stable to least stable, the ends of the list are entry P and entry Q.



Entry P
{"formula": "C5H7NO", "method": "ωB97M-V/def2-TZVPD", "symbols": ["O", "C", "N", "C", "C", "C", "C", "H", "H", "H", "H", "H", "H", "H"], "positions_angstrom": [[-2.937, -0.797, 0.240], [-2.620, 0.149, 0.937], [-0.534, 0.530, 0.417], [-0.156, -0.583, -0.037], [1.138, -0.879, -0.739], [2.099, 0.217, -0.641], [2.840, 1.159, -0.538], [-2.839, 1.194, 0.655], [0.136, 1.293, 0.348], [-0.880, -1.405, 0.026], [-2.186, 0.020, 1.946], [1.557, -1.820, -0.368], [0.859, -1.053, -1.786], [3.523, 1.976, -0.459]], "nbo_charge": [-0.62, 0.28, -0.61, 0.18, -0.56, -0.02, -0.22, 0.12, 0.37, 0.21, 0.11, 0.26, 0.26, 0.24], "spin_multiplicity": 1, "lumo_energy_ev": 0.843, "smiles": "[H]/N=C\\CC#C.C=O", "total_charge": 0, "gap_ev": 10.014, "e_homo_ev": -9.17}



Entry Q
{"formula": "C5H7NO", "method": "ωB97M-V/def2-TZVPD", "symbols": ["O", "C", "C", "C", "C", "C", "N", "H", "H", "H", "H", "H", "H", "H"], "positions_angstrom": [[3.085, -0.602, 1.351], [2.579, -0.474, 0.031], [1.150, -0.130, 0.026], [-0.001, 0.192, 0.202], [-1.310, 0.737, 0.499], [-2.501, 0.411, -0.328], [-2.391, -0.105, 1.028], [2.347, -0.472, 1.959], [3.136, 0.319, -0.487], [2.746, -1.409, -0.522], [-1.260, 1.720, 0.964], [-2.368, -0.270, -1.166], [-3.253, 1.183, -0.468], [-2.108, -1.082, 1.014]], "nbo_charge": [-0.70, -0.13, -0.03, -0.03, -0.16, -0.24, -0.56, 0.48, 0.20, 0.20, 0.22, 0.20, 0.20, 0.36], "spin_multiplicity": 1, "lumo_energy_ev": 0.843, "smiles": "OCC#C[C@H]1CN1", "total_charge": 0, "gap_ev": 10.308, "e_homo_ev": -9.46}



Entry R
{"formula": "C5H7NO", "method": "ωB97M-V/def2-TZVPD", "symbols": ["C", "C", "C", "O", "C", "C", "N", "H", "H", "H", "H", "H", "H", "H"], "positions_angstrom": [[-1.625, 0.170, 0.707], [-0.327, -0.213, 0.041], [-0.102, -1.519, -0.246], [0.940, -1.768, -1.049], [1.684, -0.718, -1.320], [0.615, 0.692, -0.475], [0.891, 1.784, 0.371], [-1.921, -0.596, 1.429], [-2.401, 0.213, -0.068], [-1.612, 1.141, 1.208], [-0.630, -2.378, 0.108], [2.323, -1.166, -2.161], [0.896, 2.777, 0.167], [1.268, 1.580, 1.289]], "nbo_charge": [-0.62, -0.15, 0.03, -0.39, 0.08, 0.11, -0.86, 0.22, 0.22, 0.23, 0.19, 0.19, 0.39, 0.37], "spin_multiplicity": 1, "lumo_energy_ev": 0.705, "total_charge": 0, "gap_ev": 8.169, "e_homo_ev": -7.46}



Entry S
{"formula": "C5H7NO", "method": "ωB97M-V/def2-TZVPD", "symbols": ["O", "C", "C", "N", "C", "C", "C", "H", "H", "H", "H", "H", "H", "H"], "positions_angstrom": [[0.969, 1.639, 0.317], [1.124, 0.517, -0.129], [2.108, -0.451, 0.006], [-0.170, -1.073, 0.277], [-1.156, -0.190, 0.939], [-1.438, 0.522, -0.397], [-0.203, -0.246, -0.840], [2.013, -1.395, -0.513], [3.086, -0.162, 0.389], [-0.691, 0.465, 1.686], [-1.953, -0.779, 1.405], [-1.357, 1.610, -0.417], [-2.351, 0.173, -0.886], [0.019, -0.631, -1.837]], "nbo_charge": [-0.59, 0.45, -0.36, -0.21, -0.28, -0.44, -0.14, 0.21, 0.21, 0.24, 0.22, 0.24, 0.22, 0.22], "spin_multiplicity": 1, "lumo_energy_ev": [-0.786, -1.067], "total_charge": 0, "gap_ev": [8.066, 7.538], "e_homo_ev": [-8.85, -8.60]}



Most stable to least stable, the ends of the list are entry Q and entry R.



Entry P
{"formula": "C3H4OS2", "method": "ωB97M-V/def2-TZVPD", "symbols": ["C", "C", "C", "O", "S", "S", "H", "H", "H", "H"], "positions_angstrom": [[-1.535, -1.657, 1.133], [-1.594, -1.041, -0.023], [1.946, 1.027, -0.908], [0.261, 2.408, 0.218], [-1.907, -0.423, -1.382], [1.446, 2.570, -0.674], [-1.103, -1.202, 2.004], [-1.888, -2.645, 1.439], [2.865, 0.702, -1.486], [1.510, 0.260, -0.322]], "nbo_charge": [-0.62, -0.07, -0.70, -0.91, 0.19, 1.15, 0.25, 0.26, 0.23, 0.23], "spin_multiplicity": 1, "lumo_energy_ev": -0.460, "total_charge": 0, "gap_ev": 8.031, "e_homo_ev": -8.49}



Entry Q
{"formula": "C3H4OS2", "method": "ωB97M-V/def2-TZVPD", "symbols": ["C", "C", "C", "O", "S", "S", "H", "H", "H", "H"], "positions_angstrom": [[1.941, 1.180, 0.429], [1.140, 0.129, 0.492], [-0.159, -0.039, -0.228], [3.181, 1.443, -1.896], [1.984, 3.943, -2.132], [2.032, 2.128, -1.381], [1.282, -0.376, 1.342], [-0.360, 0.962, -0.735], [-0.842, -0.182, 0.611], [-0.122, -0.985, -0.961]], "nbo_charge": [-0.02, -0.40, -0.63, -0.84, -0.26, 1.21, 0.25, 0.22, 0.23, 0.24], "spin_multiplicity": 1, "lumo_energy_ev": [-2.131, -2.129], "smiles": "CC=C=S(=O)=S", "total_charge": 0, "gap_ev": [7.363, 7.364], "e_homo_ev": [-9.49, -9.49]}



Entry R
{"formula": "C3H4OS2", "method": "ωB97M-V/def2-TZVPD", "symbols": ["C", "C", "C", "H", "H", "H", "H", "O", "S", "S"], "positions_angstrom": [[1.249, -0.346, -0.153], [0.359, 0.913, -0.099], [-1.277, -0.547, 0.115], [0.362, 1.288, 0.942], [0.740, 1.672, -0.783], [-1.289, -0.491, 1.205], [-2.190, -1.016, -0.248], [-0.969, 0.590, -0.548], [2.875, -0.370, -0.158], [0.141, -1.694, -0.274]], "nbo_charge": [-0.33, -0.17, -0.16, 0.20, 0.23, 0.18, 0.21, -0.49, 0.04, 0.28], "spin_multiplicity": 1, "lumo_energy_ev": -0.239, "smiles": "S=C1COCS1", "total_charge": 0, "gap_ev": 8.543, "e_homo_ev": -8.78}



Entry S
{"formula": "C3H4OS2", "method": "ωB97M-V/def2-TZVPD", "symbols": ["C", "C", "C", "O", "S", "S", "H", "H", "H", "H"], "positions_angstrom": [[-0.128, -0.603, -0.506], [1.843, 0.346, 0.229], [-0.861, 0.113, 0.342], [1.226, -0.691, -0.273], [1.390, 1.888, 0.267], [-2.638, 0.328, 0.192], [-0.489, -1.341, -1.150], [2.955, -0.044, 0.565], [-0.596, 0.263, 1.389], [-2.703, -0.260, -1.056]], "nbo_charge": [0.03, 0.02, -0.34, -0.47, -0.04, 0.03, 0.21, 0.20, 0.24, 0.12], "spin_multiplicity": 1, "lumo_energy_ev": 0.032, "smiles": "S=CO/C=C/S", "total_charge": 0, "gap_ev": 8.248, "e_homo_ev": -8.22}



Most stable to least stable, the ends of the list are entry R and entry Q.



Entry P
{"formula": "C3H7N5", "method": "ωB97M-V/def2-TZVPD", "symbols": ["C", "C", "C", "H", "H", "H", "H", "H", "H", "H", "N", "N", "N", "N", "N"], "positions_angstrom": [[1.752, 0.082, -0.022], [-0.432, -0.805, 0.025], [-2.452, 0.519, -0.011], [3.738, 0.230, 0.287], [3.218, -1.345, 0.149], [2.206, 1.925, 0.026], [-1.139, -1.636, 0.114], [-0.436, 1.217, 0.017], [-2.772, 1.574, -0.005], [-4.238, -0.133, -0.096], [3.009, -0.380, -0.058], [1.393, 1.307, 0.015], [0.822, -0.987, -0.034], [-1.074, 0.438, -0.013], [-3.262, -0.464, 0.025]], "nbo_charge": [0.57, 0.35, 0.29, 0.38, 0.41, 0.34, 0.21, 0.46, 0.15, 0.35, -0.80, -0.80, -0.56, -0.65, -0.71], "spin_multiplicity": 1, "lumo_energy_ev": 0.901, "smiles": "[H]/N=C/N/C=N\\C(N)=N\\[H]", "total_charge": 0, "gap_ev": 10.142, "e_homo_ev": -9.24}



Entry Q
{"formula": "C3H7N5", "method": "ωB97M-V/def2-TZVPD", "symbols": ["C", "C", "C", "H", "H", "H", "H", "H", "H", "H", "N", "N", "N", "N", "N"], "positions_angstrom": [[-0.004, -0.840, -0.416], [0.061, -0.017, 2.056], [-0.034, 0.759, -2.054], [0.645, -2.616, 0.883], [0.471, -2.546, -0.988], [-0.376, 0.968, 0.255], [0.395, -0.906, 2.416], [-0.391, 1.656, 2.972], [0.178, 0.729, -3.252], [-0.287, 2.680, -2.129], [0.521, -2.033, -0.103], [-0.255, 0.039, 0.603], [-0.146, 0.705, 3.088], [-0.014, -0.516, -1.752], [-0.216, 1.894, -1.504]], "nbo_charge": [0.65, 0.29, 0.31, 0.44, 0.42, 0.45, 0.15, 0.34, 0.11, 0.37, -0.81, -0.65, -0.62, -0.63, -0.81], "spin_multiplicity": 1, "lumo_energy_ev": 0.574, "smiles": "[H]/N=C\\N/C(N)=N\\C=N\\[H]", "total_charge": 0, "gap_ev": 9.500, "e_homo_ev": -8.93}



Entry R
{"formula": "C3H7N5", "method": "ωB97M-V/def2-TZVPD", "symbols": ["C", "C", "C", "H", "H", "H", "H", "H", "H", "H", "N", "N", "N", "N", "N"], "positions_angstrom": [[1.577, -0.287, -0.092], [-0.544, -1.439, -0.648], [-1.411, 0.587, 0.415], [0.639, 1.468, -0.853], [2.218, 1.529, -0.255], [1.989, -1.388, 1.523], [-0.976, -2.458, -1.004], [-2.511, -1.160, 0.064], [-2.203, 0.834, 1.153], [-1.015, 2.324, 0.139], [1.724, 0.937, -0.777], [2.055, -0.444, 1.126], [0.703, -1.174, -0.798], [-1.464, -0.782, 0.305], [-0.782, 1.455, -0.297]], "nbo_charge": [0.56, 0.28, 0.32, 0.41, 0.36, 0.34, 0.19, 0.41, 0.16, 0.37, -0.86, -0.76, -0.46, -0.65, -0.68], "spin_multiplicity": 1, "lumo_energy_ev": 0.191, "smiles": "[H]/N=C(N)\\N=C/N/C=N/[H]", "total_charge": 0, "gap_ev": 8.713, "e_homo_ev": -8.52}



Entry S
{"formula": "C3H7N5", "method": "ωB97M-V/def2-TZVPD", "symbols": ["C", "C", "C", "H", "H", "H", "H", "H", "H", "H", "N", "N", "N", "N", "N"], "positions_angstrom": [[-1.404, -0.186, 0.020], [0.943, -1.177, -0.117], [1.718, 1.590, -0.338], [-1.535, 1.763, 0.642], [-3.031, 0.942, 0.235], [-2.780, -1.694, -0.175], [0.293, -2.141, -0.740], [2.338, -2.288, 0.639], [2.533, 0.874, 0.027], [1.844, 2.613, -0.501], [-1.985, 0.905, 0.443], [-1.745, -1.348, -0.383], [0.125, 0.060, -0.156], [2.201, -1.310, 0.443], [0.485, 1.397, -0.036]], "nbo_charge": [0.62, 0.26, -0.14, 0.44, 0.40, 0.36, 0.25, 0.36, 0.23, 0.18, -0.81, -0.79, -0.36, -0.73, -0.25], "spin_multiplicity": 1, "lumo_energy_ev": 0.648, "smiles": "[H]/N=C/N(N=C)/C(N)=N/[H]", "total_charge": 0, "gap_ev": 9.218, "e_homo_ev": -8.57}



Most stable to least stable, the ends of the list are entry P and entry S.



Entry P
{"formula": "C3H7N5", "method": "ωB97M-V/def2-TZVPD", "symbols": ["C", "C", "C", "H", "H", "H", "H", "H", "H", "H", "N", "N", "N", "N", "N"], "positions_angstrom": [[-0.945, 0.223, 1.110], [-0.041, -0.001, 0.077], [3.036, -0.892, -0.647], [-3.826, 0.560, -0.197], [-2.255, 0.063, -1.038], [-0.459, 0.020, 2.132], [-1.090, -1.587, -0.322], [1.024, 2.099, 0.277], [4.220, -0.850, -0.686], [2.276, -1.883, -0.536], [-2.823, 0.176, -0.169], [-2.239, 0.321, 1.004], [-0.378, -0.899, -0.984], [1.233, 0.745, 0.169], [2.466, 0.457, -0.430]], "nbo_charge": [-0.18, 0.36, -0.22, 0.39, 0.40, 0.21, 0.34, 0.40, 0.23, 0.22, -0.60, -0.14, -0.70, -0.46, -0.24], "spin_multiplicity": 1, "lumo_energy_ev": -0.272, "total_charge": 0, "gap_ev": 8.415, "e_homo_ev": -8.69}



Entry Q
{"formula": "C3H7N5", "method": "ωB97M-V/def2-TZVPD", "symbols": ["C", "C", "C", "H", "H", "H", "H", "H", "H", "H", "N", "N", "N", "N", "N"], "positions_angstrom": [[-1.073, 0.496, 0.735], [1.404, 0.047, 0.795], [0.782, -1.190, -1.594], [-1.903, 0.420, -1.125], [-3.050, 0.566, 0.213], [-1.903, 1.307, 2.294], [1.253, 0.165, 1.838], [2.671, 0.082, -0.600], [0.529, -1.494, -2.592], [1.644, -1.684, -1.189], [-2.095, 0.575, -0.142], [-1.062, 0.842, 1.968], [0.166, 0.122, 0.144], [2.558, 0.006, 0.379], [0.080, -0.261, -1.126]], "nbo_charge": [0.59, 0.28, -0.10, 0.43, 0.41, 0.35, 0.20, 0.33, 0.18, 0.17, -0.84, -0.78, -0.32, -0.65, -0.26], "spin_multiplicity": 1, "lumo_energy_ev": 0.710, "smiles": "[H]/N=C\\N(N=C)/C(N)=N/[H]", "total_charge": 0, "gap_ev": 9.503, "e_homo_ev": -8.79}



Most stable to least stable, the ends of the list are entry Q and entry P.



Entry P
{"formula": "C3H7N5", "method": "ωB97M-V/def2-TZVPD", "symbols": ["C", "C", "C", "H", "H", "H", "H", "H", "H", "H", "N", "N", "N", "N", "N"], "positions_angstrom": [[1.574, 0.053, 0.063], [-0.252, 1.546, -0.130], [-1.688, -0.460, 0.366], [2.407, -0.991, -1.706], [2.584, -1.666, -0.340], [1.308, 0.676, 1.669], [-0.436, 2.615, -0.206], [-2.180, 1.317, -0.493], [-0.759, -1.048, 0.464], [-2.934, -1.991, 0.096], [1.736, -1.081, -0.811], [1.862, -0.261, 1.348], [1.033, 1.235, -0.333], [-1.425, 0.928, 0.016], [-2.830, -0.872, -0.003]], "nbo_charge": [0.51, 0.34, 0.25, 0.38, 0.39, 0.31, 0.18, 0.42, 0.21, 0.36, -0.85, -0.70, -0.54, -0.62, -0.64], "spin_multiplicity": 1, "lumo_energy_ev": 0.445, "smiles": "[H]/N=C(N)\\N=C/N/C=N/[H]", "total_charge": 0, "gap_ev": 9.541, "e_homo_ev": -9.10}



Entry Q
{"formula": "C3H7N5", "method": "ωB97M-V/def2-TZVPD", "symbols": ["C", "C", "C", "H", "H", "H", "H", "H", "H", "H", "N", "N", "N", "N", "N"], "positions_angstrom": [[0.342, -1.685, -1.169], [0.312, 0.367, 0.103], [-1.854, 1.888, 2.171], [2.726, -1.058, -1.019], [2.356, -0.042, -2.327], [0.959, -2.761, -1.478], [-1.698, -1.138, -0.700], [0.915, 1.211, 0.358], [-1.442, 2.687, 3.110], [-3.010, 1.539, 2.250], [2.220, -0.398, -1.332], [0.823, -0.363, -1.051], [-0.865, -2.071, -0.864], [-1.044, 0.363, 0.497], [-0.740, 1.461, 1.454]], "nbo_charge": [0.20, 0.27, -0.14, 0.35, 0.38, 0.21, 0.38, 0.22, 0.19, 0.21, -0.66, -0.31, -0.65, -0.34, -0.32], "spin_multiplicity": 1, "lumo_energy_ev": 0.272, "smiles": "[H]/N=C\\N(N)/C=N/N=C", "total_charge": 0, "gap_ev": 9.315, "e_homo_ev": -9.04}



Most stable to least stable, the ends of the list are entry P and entry Q.